C23H17N3O3 | ωB97M-V/def2-TZVPD

```
46
C23H17N3O3, DFT ωB97M-V/def2-TZVPD
C 5.636 -0.449 0.831
O 4.950 0.490 1.680
C 3.632 0.293 1.951
C 2.985 1.335 2.650
C 1.626 1.247 2.897
C 0.877 0.129 2.515
C -0.580 0.001 2.928
N -0.707 0.022 4.375
C -0.301 1.041 5.242
N -0.414 0.701 6.515
C -0.957 -0.561 6.488
N -1.225 -1.276 7.659
O -1.775 -2.399 7.517
O -0.917 -0.782 8.751
C -1.179 -0.980 5.199
C -1.363 -1.247 2.485
C -1.046 -2.600 2.549
C -2.020 -3.547 2.173
C -3.299 -3.128 1.780
C -3.623 -1.773 1.718
C -2.649 -0.838 2.078
C -2.697 0.621 2.008
C -3.713 1.435 1.509
C -3.445 2.793 1.325
C -2.179 3.313 1.624
C -1.165 2.486 2.151
C -1.447 1.149 2.385
C 1.516 -0.881 1.788
C 2.882 -0.827 1.531
H 6.623 -0.001 0.729
H 5.704 -1.435 1.309
H 5.162 -0.547 -0.157
H 3.574 2.192 2.980
H 1.173 2.101 3.398
H 0.056 2.003 4.899
H -1.628 -1.905 4.899
H -0.068 -2.935 2.902
H -1.775 -4.609 2.209
H -4.053 -3.876 1.524
H -4.603 -1.402 1.419
H -4.674 0.978 1.289
H -4.229 3.452 0.943
H -1.964 4.372 1.467
H -0.183 2.911 2.336
H 0.963 -1.743 1.427
H 3.373 -1.642 0.999
```

Its structure (SMILES) is COc1ccc(C2(n3cnc([N+](=O)[O-])c3)c3ccccc3-c3ccccc32)cc1. For the energy above the lowest of the compared OMol25 structures with the same formula, charge and spin, the calculation gives 87.7 kcal per mole. The HOMO energy is -8.7 eV. The total charge is 0.

List of Mulliken charges in e, atom by atom: -0.846, -0.439, 0.736, -1.322, -0.175, -0.298, 3.995, 0.241, -0.040, -0.684, -0.131, 0.977, -0.600, -0.571, -0.167, -1.302, 0.357, -1.034, -0.680, -0.528, 0.228, 0.027, -0.893, -0.592, -0.954, -0.310, -0.329, -0.325, -0.970, 0.255, 0.324, 0.350, 0.423, 0.051, 0.400, 0.582, 0.569, 0.398, 0.383, 0.390, 0.403, 0.382, 0.400, 0.280, 0.642, 0.399

C23H17NO2Sn | ωB97M-V/def2-TZVPD

```
44
C23H17NO2Sn, DFT ωB97M-V/def2-TZVPD
Sn -0.935 0.875 0.957
C -0.441 4.581 -2.478
C -0.094 3.226 -1.890
O -0.996 2.437 -1.675
C 1.320 2.898 -1.622
C 2.303 3.535 -2.403
C 3.642 3.243 -2.297
C 4.041 2.285 -1.361
C 3.110 1.665 -0.563
C 1.725 1.950 -0.644
O 0.980 1.327 0.251
H -1.519 4.710 -2.436
H -0.127 4.631 -3.524
H 0.060 5.388 -1.939
H 1.987 4.259 -3.144
H 4.368 3.741 -2.928
H 5.091 2.035 -1.257
H 3.407 0.932 0.179
C 0.392 -0.197 5.154
C -0.136 -1.478 5.269
C -0.660 -2.109 4.152
C -0.645 -1.466 2.911
C -0.172 -0.150 2.792
C 0.341 0.463 3.932
C -1.086 -2.157 1.672
C -1.526 -3.508 1.646
C -1.917 -4.072 0.474
C -1.865 -3.330 -0.731
C -2.255 -3.852 -1.986
C -2.145 -3.090 -3.114
C -1.629 -1.777 -3.034
C -1.255 -1.245 -1.833
C -1.381 -2.011 -0.651
N -1.024 -1.463 0.552
H 0.827 0.287 6.021
H -0.140 -1.985 6.224
H -1.089 -3.096 4.268
H 0.720 1.479 3.868
H -1.539 -4.087 2.557
H -2.256 -5.102 0.444
H -2.646 -4.863 -2.033
H -2.452 -3.488 -4.074
H -1.527 -1.187 -3.938
H -0.857 -0.237 -1.769
```

The HOMO energy is -7.8 eV. The total charge is 0.

List of Mulliken charges in e, atom by atom: 0.497, -1.553, 0.753, -0.555, 0.648, -0.527, -0.815, -0.408, -0.426, 0.413, -0.495, 0.354, 0.360, 0.402, 0.247, 0.381, 0.366, 0.398, -0.601, -0.712, -0.694, 0.502, -0.362, -0.297, 1.407, -0.639, -0.895, 1.363, -0.860, -0.495, -0.760, -0.534, 0.116, -0.299, 0.373, 0.392, 0.311, 0.390, 0.298, 0.412, 0.383, 0.381, 0.443, 0.339

C23H18AlBClF9N3O10S2 | ωB97M-V/def2-TZVPD

```
68
C23H18AlBClF9N3O10S2, DFT ωB97M-V/def2-TZVPD
Al 0.005 15.802 10.457
F 2.733 15.563 11.396
C 1.816 16.524 11.071
F 1.645 17.314 12.187
F 2.516 17.352 10.230
C 2.714 13.379 8.242
C 1.275 13.514 8.648
N 0.349 12.807 7.998
O 1.020 14.259 9.594
H 2.884 12.697 7.417
H 3.306 13.120 9.121
H 3.044 14.358 7.935
H 0.628 12.289 7.182
H -0.642 12.936 8.210
O -1.108 17.202 10.896
N -1.176 18.537 10.581
C -0.087 19.379 10.408
C -0.285 20.717 10.323
C -1.560 21.290 10.514
C -2.601 20.423 10.860
C -2.388 19.088 10.890
H 0.874 18.915 10.250
H 0.585 21.337 10.095
H -1.680 22.364 10.448
H -3.598 20.774 11.126
H -3.121 18.365 11.214
Cl -8.039 15.338 11.185
C -6.418 15.026 10.605
C -6.066 13.723 10.302
C -4.800 13.455 9.834
C -3.886 14.486 9.671
C -4.234 15.786 10.007
C -5.509 16.077 10.458
C -2.473 14.180 9.162
O -2.320 13.057 8.666
O -1.649 15.095 9.321
H -6.790 12.932 10.460
H -4.470 12.453 9.596
H -3.465 16.554 9.895
H -5.800 17.093 10.725
F 1.189 18.263 5.218
C 0.778 17.231 5.955
F 1.145 16.084 5.369
F -0.548 17.248 6.058
S 1.542 17.381 7.597
O 0.596 16.576 8.325
O 1.624 18.785 7.855
N 2.904 16.643 7.531
S 4.163 17.389 7.020
O 3.969 17.948 5.707
O 4.855 18.163 8.008
C 5.283 15.979 6.716
F 5.663 15.366 7.850
F 4.739 15.050 5.911
F 6.390 16.448 6.115
O 0.371 13.219 12.101
B -0.473 14.357 12.025
O -1.530 14.131 12.978
C -1.338 12.880 13.503
C -2.124 12.140 14.364
C -1.673 10.856 14.686
C -0.507 10.327 14.158
C 0.261 11.071 13.274
C -0.168 12.334 12.976
H -3.063 12.515 14.767
H -2.294 10.246 15.331
H -0.194 9.324 14.412
H 1.167 10.685 12.830
```

Its expectation value of S² is 0.766. The multiplicity is 2. For the energy above the lowest of the compared OMol25 structures with the same formula, charge and spin, the calculation gives 0.0 kcal per mole. The HOMO energy (spin up / spin down) is 0.2 / -3.2 eV. The total charge is -2.

List of Mulliken charges in e, atom by atom: 0.357, -0.282, 0.054, -0.278, -0.244, -0.494, 0.448, -0.227, -0.007, 0.443, 0.238, -0.275, 0.204, 0.210, 0.114, 0.255, -0.309, -1.003, -0.408, -0.623, -0.577, 0.597, 0.384, 0.351, 0.342, 0.533, -0.274, 0.489, -0.705, -0.370, -0.128, 0.061, -0.674, 0.344, -0.972, -0.068, 0.375, 0.423, 0.387, 0.458, -0.209, 0.575, -0.238, -0.179, 1.428, -1.069, -0.756, -0.216, 0.924, -0.689, -0.665, 0.594, -0.237, -0.232, -0.238, -0.413, 0.822, -0.372, 0.726, -1.052, -0.407, -0.495, -0.985, 0.615, 0.448, 0.338, 0.368, 0.471

C23H18Cl2IrN5O7S3 | ωB97M-V/def2-TZVPD

```
59
C23H18Cl2IrN5O7S3, DFT ωB97M-V/def2-TZVPD
Ir 0.190 -0.177 -0.423
C 4.244 2.204 1.010
C 3.315 1.190 0.429
N 2.702 1.238 -0.666
N 2.710 2.169 -1.632
C 1.982 1.760 -2.688
N 2.031 2.441 -3.827
S 1.014 0.355 -2.616
C 3.018 -0.115 1.084
C 3.778 -0.517 2.164
C 3.649 -1.803 2.675
C 2.774 -2.659 2.047
C 1.993 -2.172 1.009
N 2.069 -0.925 0.538
H 4.444 3.004 0.298
H 5.199 1.758 1.284
H 3.805 2.649 1.905
H 3.269 3.016 -1.630
H 2.758 3.115 -4.010
H 1.461 2.149 -4.604
H 4.492 0.170 2.589
H 4.236 -2.119 3.527
H 2.641 -3.683 2.360
H 1.259 -2.809 0.549
O -1.597 -1.247 -2.180
S -0.960 -2.526 -1.939
O -0.734 -3.352 -3.076
O 0.322 -2.139 -1.194
C -1.942 -3.436 -0.760
C -2.291 -4.711 -1.175
C -3.067 -5.537 -0.371
C -3.494 -5.084 0.860
C -3.141 -3.810 1.289
C -2.370 -2.973 0.497
S -1.993 -1.389 1.246
O -2.373 -0.335 0.320
O -2.630 -1.355 2.520
O -0.471 -1.307 1.281
H -1.957 -5.053 -2.144
H -3.331 -6.527 -0.717
H -4.100 -5.711 1.500
H -3.470 -3.451 2.253
Cl 0.718 3.006 3.352
C -0.397 3.116 2.049
C -1.349 4.153 2.018
C -2.225 4.265 0.979
Cl -3.387 5.547 0.965
C -2.198 3.345 -0.101
C -3.057 3.357 -1.218
C -2.906 2.404 -2.183
C -1.919 1.416 -2.059
N -1.106 1.374 -1.023
C -1.244 2.318 -0.039
C -0.346 2.192 1.033
O 0.531 1.202 0.970
H -1.378 4.861 2.834
H -3.820 4.119 -1.299
H -3.546 2.378 -3.052
H -1.803 0.653 -2.807
```

Its expectation value of S² is 0.755. The multiplicity is 2. For the energy above the lowest of the compared OMol25 structures with the same formula, charge and spin, the calculation gives 37.8 kcal per mole. The HOMO energy (spin up / spin down) is -10.7 / -10.7 eV. The total charge is +1.

List of Mulliken charges in e, atom by atom: 3.174, -1.633, 0.578, 0.186, -0.655, 0.563, -0.386, -0.418, 1.084, -0.854, -0.636, -0.927, 0.088, 0.056, 0.397, 0.382, 0.305, 0.249, 0.216, 0.242, 0.387, 0.457, 0.482, 0.483, -0.577, 1.480, -0.709, -0.926, 0.069, -0.591, -0.635, -0.634, -0.628, -0.163, 1.334, -0.529, -0.707, -0.728, 0.587, 0.416, 0.420, 0.588, -0.216, 0.638, -0.592, 0.643, -0.243, -0.576, -0.673, -1.286, -0.100, -0.143, 0.610, -0.401, -0.709, 0.487, 0.479, 0.462, 0.729